85
Properties=species:S:1:pos:R:3:forces:R:3 method="wB97M-V/def2-TZVPD" relative_energy_kcal_mol=74.55 e_lumo_ha=-0.2291 energy_ev=-62866.460 charge=+2 spin_multiplicity=1 fmax_ev_per_a=1.166 homo_lumo_gap_ev=6.4
Y 0.587 -0.543 -0.376 0.7 -0.1 0.2
C -0.682 -4.439 0.325 0.0 0.0 0.0
C -0.513 -3.762 1.530 -0.1 0.0 -0.2
C 0.589 -2.947 1.743 -0.1 0.1 0.1
C 1.527 -2.822 0.703 0.3 -0.3 0.3
C 1.359 -3.505 -0.500 0.1 -0.1 -0.2
C 0.247 -4.312 -0.696 -0.1 0.0 0.0
H -1.550 -5.070 0.186 0.0 0.0 0.0
H -1.260 -3.870 2.303 0.0 0.0 0.0
H 1.215 -1.255 2.868 0.0 0.0 0.0
H 2.486 -2.345 0.904 0.0 0.1 0.0
H 2.125 -3.444 -1.266 0.0 0.0 0.0
H 0.117 -4.851 -1.625 0.0 0.0 0.0
N -6.722 3.171 0.800 0.1 0.0 0.0
C -5.648 2.356 0.673 -0.1 0.1 0.0
C -4.806 2.106 1.774 0.0 0.0 0.0
C -3.717 1.280 1.641 -0.1 0.0 -0.1
C -3.448 0.694 0.400 -0.2 0.5 0.2
C -4.265 0.935 -0.708 0.0 0.0 0.1
C -5.352 1.761 -0.568 0.0 0.0 0.0
S -2.139 -0.378 0.266 -0.3 -0.4 0.1
O -2.510 -1.745 0.509 0.0 0.1 0.0
O -1.015 0.100 1.148 0.1 -0.3 -0.1
N -1.424 -0.190 -1.144 -0.7 -0.5 -0.8
C -1.453 -1.100 -2.208 -0.3 0.4 0.5
N -2.562 -1.440 -2.833 0.1 -0.1 -0.2
C -2.400 -2.259 -3.873 0.0 0.0 0.0
C -1.154 -2.718 -4.291 -0.1 0.0 0.0
C -0.066 -2.322 -3.550 0.1 0.0 0.0
N -0.209 -1.517 -2.493 0.0 0.0 0.1
H -6.980 3.549 1.694 0.0 0.0 0.0
H -7.365 3.301 0.041 0.0 0.0 0.0
H -5.021 2.567 2.730 0.0 0.0 0.0
H -3.073 1.098 2.492 0.0 0.0 0.0
H -4.055 0.474 -1.666 0.1 0.0 0.0
H -5.994 1.955 -1.418 0.0 0.0 0.0
H -3.299 -2.559 -4.399 0.0 0.0 0.0
H -1.042 -3.362 -5.150 0.0 0.0 0.0
H 0.938 -2.651 -3.791 0.0 0.0 0.0
C 2.523 0.507 -3.067 0.0 0.0 0.0
C 1.246 1.305 -3.153 0.1 -0.2 -0.1
C 0.644 1.510 -4.391 0.0 0.0 0.1
C -0.507 2.273 -4.485 0.0 0.0 0.1
C -1.066 2.830 -3.341 -0.1 0.0 -0.1
C -0.502 2.640 -2.087 -0.1 0.1 0.0
C -1.158 3.247 -0.877 -0.1 0.0 0.0
C 0.668 1.877 -2.016 0.4 -0.1 0.3
N 1.267 1.525 -0.752 0.1 0.6 -0.1
C 1.733 2.430 0.087 0.2 0.2 0.0
C 1.766 3.892 -0.235 0.1 0.0 0.1
C 2.302 2.046 1.321 0.0 -0.4 -0.1
C 2.736 3.002 2.399 0.0 0.0 0.1
N 2.578 0.738 1.509 0.0 0.7 0.0
C 3.012 -0.151 2.174 0.3 -0.4 0.0
C 0.819 -2.249 3.079 0.1 0.1 -0.1
C -0.441 -2.078 3.926 -0.1 0.0 0.0
C 1.854 -3.023 3.849 -0.1 0.0 0.0
C 3.182 -2.896 3.919 0.3 0.2 -0.1
C 4.161 -2.033 3.251 0.1 -0.3 0.1
C 4.176 -0.923 2.477 -0.3 0.3 -0.1
C 5.472 -0.362 1.913 -0.1 0.0 0.0
H 2.752 0.043 -4.025 0.0 0.0 0.0
H 2.500 -0.313 -2.333 -0.1 -0.1 0.0
H 3.372 1.129 -2.777 0.0 0.0 0.0
H 1.093 1.081 -5.279 0.0 0.0 0.0
H -0.968 2.440 -5.449 0.0 0.0 0.0
H -1.967 3.426 -3.421 0.0 0.0 0.0
H -2.240 3.253 -1.004 0.0 0.0 0.0
H -0.848 4.285 -0.732 0.0 0.0 -0.1
H -0.935 2.710 0.045 0.0 -0.1 0.0
H 1.474 4.085 -1.263 0.0 0.0 0.0
H 2.774 4.273 -0.066 0.0 0.0 0.0
H 1.103 4.448 0.431 0.0 0.0 0.0
H 1.984 3.766 2.592 0.0 0.0 0.0
H 3.672 3.511 2.155 0.0 0.0 0.0
H 2.891 2.460 3.332 0.0 0.0 0.0
H -0.222 -1.453 4.791 0.0 0.0 0.0
H -0.810 -3.033 4.304 0.0 0.0 0.0
H -1.239 -1.605 3.352 0.0 0.0 0.0
H 1.441 -3.850 4.422 0.0 0.0 0.0
H 3.671 -3.632 4.545 0.0 0.0 0.0
H 5.165 -2.422 3.400 0.0 0.0 0.0
H 6.302 -1.036 2.115 0.0 0.0 0.0
H 5.704 0.607 2.356 0.0 0.0 0.0
H 5.400 -0.224 0.832 0.0 0.0 0.0